81
Properties=species:S:1:pos:R:3:mulliken_spin:R:1 method="wB97M-V/def2-TZVPD" spin_multiplicity=4 homo_ev="-9.40 / -9.31" energy_ev=-202170.9165 homo_lumo_gap_ev="5.804 / 5.255" charge=+1 lumo_energy_ev="-3.6 / -4.1"
Mn 0.56 0.90 -0.43 2.900
C -2.47 1.53 -2.27 0.013
C -2.20 0.05 -2.54 -0.003
As -1.11 -0.75 -1.08 -0.118
C -1.34 -2.62 -1.57 0.021
C -1.15 -2.99 -2.90 -0.003
C -1.37 -4.30 -3.30 0.001
C -1.79 -5.24 -2.37 -0.002
C -1.96 -4.88 -1.04 0.001
C -1.73 -3.57 -0.64 -0.002
C -2.40 -0.51 0.36 -0.012
C -2.02 0.29 1.44 0.008
C -2.91 0.56 2.46 0.009
C -4.19 0.03 2.42 0.001
C -4.57 -0.78 1.36 -0.001
C -3.68 -1.05 0.33 0.000
As -0.82 2.44 -1.66 -0.084
C -1.48 4.24 -1.41 -0.010
C -1.15 4.92 -0.23 0.000
C -1.62 6.20 -0.01 -0.001
C -2.43 6.81 -0.95 0.000
C -2.77 6.14 -2.12 -0.001
C -2.30 4.86 -2.35 0.000
C 0.21 2.53 -3.31 -0.021
C 0.82 1.36 -3.75 0.038
C 1.64 1.36 -4.87 0.012
C 1.87 2.55 -5.55 -0.001
C 1.28 3.73 -5.10 0.002
C 0.46 3.72 -3.98 0.002
H -3.20 1.65 -1.47 0.001
H -2.85 2.02 -3.16 -0.003
H -1.66 -0.07 -3.48 -0.001
H -3.13 -0.52 -2.61 -0.002
H -0.81 -2.26 -3.63 0.001
H -1.23 -4.58 -4.33 0.000
H -1.99 -6.26 -2.68 0.000
H -2.27 -5.62 -0.31 0.000
H -1.84 -3.29 0.40 0.000
H -1.01 0.70 1.47 0.065
H -2.61 1.18 3.30 0.001
H -4.89 0.23 3.22 0.000
H -5.57 -1.20 1.33 0.000
H -3.97 -1.69 -0.49 0.000
H -0.52 4.43 0.50 0.007
H -1.36 6.72 0.90 0.000
H -2.80 7.82 -0.78 0.000
H -3.40 6.62 -2.86 0.000
H -2.56 4.34 -3.26 0.000
H 0.67 0.42 -3.22 -0.004
H 2.11 0.45 -5.20 0.000
H 2.51 2.56 -6.42 0.000
H 1.47 4.66 -5.63 0.000
H 0.02 4.64 -3.63 0.000
C 2.04 -0.10 0.61 -0.050
C 2.38 -0.71 1.64 0.011
C 2.72 -1.46 2.73 0.057
C 3.80 -1.07 3.61 0.021
C 4.71 -0.07 3.21 0.036
C 5.77 0.29 4.01 -0.018
C 5.96 -0.33 5.24 0.036
C 5.06 -1.30 5.66 -0.019
C 3.99 -1.66 4.86 0.032
C 1.91 -2.68 2.94 0.023
C 0.52 -2.59 2.83 0.016
C -0.28 -3.70 3.06 -0.003
C 0.31 -4.92 3.37 0.008
C 1.69 -5.03 3.46 -0.003
C 2.49 -3.92 3.24 0.012
H 4.58 0.40 2.24 0.004
H 6.46 1.06 3.68 -0.001
H 6.80 -0.06 5.87 0.002
H 5.19 -1.78 6.62 -0.001
H 3.28 -2.39 5.22 0.002
H 0.06 -1.64 2.60 0.007
H -1.36 -3.61 3.00 0.000
H -0.31 -5.79 3.55 0.000
H 2.14 -5.98 3.69 0.000
H 3.57 -4.00 3.28 0.000
F 3.20 0.05 -1.72 0.002
B 2.57 0.56 -0.67 0.014
F 2.31 1.92 -0.76 0.000